ORCA calculation (ωB97M-V/def2-TZVPD) on an isolated ion of composition C2H4O2P and charge +1 in a non-equilibrium geometry.

Atoms and positions in Å:
C -0.61443 -0.18412 0.63980
C 0.77091 -0.32696 -0.05566
O -0.68632 -1.05411 1.67696
O 1.59071 -1.23302 0.82332
P 0.79895 -1.78929 2.02179
H -0.45954 0.69150 1.16455
H -1.47826 -0.15655 0.12807
H 0.68445 -0.94335 -0.97403
H 1.22675 0.66915 -0.22590

Force components x, y, z for each atom (eV/Å):
C 3.502 -2.733 0.246
C 0.548 -1.069 0.236
O -1.823 0.409 -0.544
O -0.066 3.437 -3.819
P 0.675 -3.223 4.283
H 0.152 3.260 1.526
H -3.049 0.265 -2.123
H -0.159 0.560 0.135
H 0.219 -0.907 0.062

<S²>   2.007
Kohn-Sham gap (spin up / spin down)   0.3363 / 0.2474 Eh
ΔE to the lowest compared entry with this formula, charge and spin   0.000 eV
Calculated total energy   -570.00034 hartree
2S+1   3
LUMO energy (spin up / spin down)   -3.7 / -10.5 eV
Total charge   +1